(1)
Formula: C28H44FN12O3
Source: the Open Molecules 2025 dataset
Level of theory: ωB97M-V/def2-TZVPD

Structure (XYZ):
```
88
Properties=species:S:1:pos:R:3
O 3.262 -0.439 -0.969
C 2.513 0.693 -0.856
O 3.172 1.969 -1.175
C 0.971 0.490 -0.337
C -0.151 1.401 -1.109
F 0.306 2.748 -1.522
C -0.668 0.643 -2.497
O -1.351 -0.636 -2.248
C -2.189 -0.600 -1.039
C -2.580 0.903 -0.509
N -1.311 1.633 -0.122
H 4.129 1.993 -0.876
H 0.961 0.589 0.840
H 0.682 -0.648 -0.556
H -1.455 1.373 -3.019
H 0.229 0.548 -3.266
H -1.608 -1.199 -0.192
H -3.219 -1.161 -1.236
H -3.081 1.520 -1.397
H -3.313 0.893 0.432
H -1.053 1.426 0.869
H -1.546 2.670 -0.159
C -2.343 -1.298 3.234
C -1.399 -0.207 2.754
N -0.616 0.698 2.356
H -3.297 -1.224 2.706
H -1.905 -2.281 3.041
H -2.520 -1.192 4.308
C -3.350 2.516 -6.099
C -3.818 2.133 -4.704
N -4.205 1.816 -3.547
H -2.789 3.454 -6.060
H -2.705 1.732 -6.504
H -4.213 2.645 -6.759
C -7.251 4.308 -4.915
C -5.996 4.659 -5.697
N -4.954 4.949 -6.346
H -6.998 3.645 -4.083
H -7.709 5.218 -4.518
H -7.968 3.803 -5.568
C 1.941 -1.873 4.638
C 0.483 -1.749 5.050
N -0.726 -1.646 5.393
H 2.345 -0.887 4.394
H 2.524 -2.305 5.456
H 2.026 -2.520 3.760
C -3.525 -2.162 -5.582
C -3.076 -1.099 -6.570
N -2.703 -0.216 -7.391
H -4.290 -2.796 -6.038
H -2.674 -2.784 -5.291
H -3.941 -1.688 -4.688
C 1.594 -3.817 8.965
C 2.849 -3.466 8.183
N 3.891 -3.176 7.534
H 1.846 -4.480 9.797
H 1.135 -2.907 9.362
H 0.877 -4.322 8.313
C 3.503 4.387 -3.388
C 4.446 5.477 -3.868
N 5.229 6.382 -4.266
H 2.548 4.461 -3.916
H 3.941 3.404 -3.582
H 3.325 4.493 -2.315
C 9.137 5.160 -3.386
C 7.690 5.594 -3.550
N 6.489 5.954 -3.687
H 9.504 5.453 -2.399
H 9.214 4.074 -3.486
H 9.757 5.633 -4.152
C -2.543 -5.699 8.641
C -1.468 -5.416 9.677
N -0.576 -5.180 10.537
H -3.514 -5.811 9.132
H -2.599 -4.874 7.926
H -2.308 -6.622 8.103
C 5.841 -1.499 10.406
C 4.383 -1.375 10.818
N 3.174 -1.271 11.160
H 6.245 -0.513 10.162
H 6.424 -1.930 11.224
H 5.926 -2.146 9.528
C -2.005 -4.271 -9.364
C -2.472 -4.654 -7.969
N -2.860 -4.971 -6.812
H -1.443 -3.333 -9.325
H -1.360 -5.055 -9.769
H -2.867 -4.142 -10.024
```

Results
Total charge = +1
E_LUMO = -0.0861 hartree
Electronic energy = -56464.3933 eV
Energy relative to the best compared isomer or geometry (same formula, charge and spin) = 1149.2 kJ/mol
Frontier orbital gap = 4.48 eV

These are the Löwdin partial charges, in e, on atoms 1 to 5: -0.031, -0.229, -0.001, 0.007, -0.253

=====

(2)
Formula: C51H54BKN10O4Si
Source: the Open Molecules 2025 dataset
Level of theory: ωB97M-V/def2-TZVPD

Structure (XYZ):
```
122
Properties=species:S:1:pos:R:3
K -1.176 0.185 0.576
C -2.326 -0.791 3.838
C -1.220 0.167 4.173
C -0.749 0.595 5.436
C 0.279 1.459 5.163
N 0.407 1.528 3.813
N -0.523 0.736 3.206
B 1.368 2.267 2.875
N 2.237 1.313 2.057
C 3.583 1.146 2.108
C 3.901 0.066 1.328
C 2.662 -0.397 0.832
C 2.382 -1.531 -0.103
N 1.671 0.352 1.280
N 0.387 3.123 1.907
C 0.043 4.512 2.047
C -1.010 4.758 1.245
C -1.316 3.499 0.645
C -2.402 3.089 -0.231
N -0.390 2.546 1.104
N 2.258 3.327 3.522
C 3.081 4.141 2.819
C 3.688 4.994 3.707
C 3.167 4.620 4.964
C 3.471 5.203 6.309
N 2.307 3.622 4.844
H -3.131 -0.719 4.571
H -2.738 -0.584 2.847
H -1.964 -1.820 3.835
H -1.117 0.312 6.409
H 0.934 2.022 5.803
H 4.211 1.792 2.698
H 4.881 -0.342 1.142
H 3.312 -1.925 -0.514
H 1.876 -2.348 0.414
H 1.744 -1.194 -0.924
H 0.601 5.146 2.716
H -1.527 5.688 1.099
H -2.826 3.944 -0.756
H -2.053 2.337 -0.951
H -3.212 2.605 0.352
H 3.181 4.042 1.748
H 4.407 5.766 3.489
H 4.207 6.002 6.223
H 2.573 5.615 6.770
H 3.869 4.444 6.983
O -0.421 0.602 -1.698
Si -0.066 1.428 -2.996
C -0.162 0.361 -4.566
C 0.316 -0.954 -4.472
C 0.234 -1.839 -5.538
C -0.339 -1.432 -6.739
C -0.815 -0.135 -6.861
C -0.726 0.744 -5.786
C 1.701 2.116 -2.973
C 2.512 1.854 -1.863
C 3.836 2.286 -1.809
C 4.375 2.996 -2.874
C 3.587 3.273 -3.987
C 2.271 2.837 -4.029
C -1.181 2.938 -3.300
C -2.530 2.766 -3.647
C -3.398 3.845 -3.747
C -2.937 5.135 -3.503
C -1.606 5.334 -3.160
C -0.743 4.245 -3.061
H 0.740 -1.290 -3.531
H 0.606 -2.852 -5.433
H -0.414 -2.123 -7.570
H -1.267 0.190 -7.791
H -1.120 1.750 -5.900
H 2.081 1.311 -1.029
H 4.439 2.063 -0.936
H 5.405 3.331 -2.842
H 4.004 3.828 -4.820
H 1.670 3.060 -4.907
H -2.919 1.765 -3.811
H -4.438 3.677 -4.000
H -3.611 5.979 -3.582
H -1.239 6.336 -2.971
H 0.293 4.415 -2.784
O -5.106 1.099 0.092
C -4.340 0.225 -0.355
O -3.431 -0.378 0.283
C -4.453 -0.116 -1.835
C -5.571 0.291 -2.557
C -5.675 0.022 -3.916
C -4.651 -0.653 -4.573
C -3.528 -1.060 -3.863
C -3.433 -0.793 -2.501
H -6.344 0.836 -2.030
H -6.553 0.344 -4.466
H -4.719 -0.847 -5.638
H -2.713 -1.560 -4.374
H -2.540 -1.071 -1.956
C 2.424 -6.652 4.627
C 2.495 -6.885 3.126
N 1.268 -6.471 2.453
C 0.247 -7.494 2.295
C 0.489 -8.428 1.115
C 1.189 -5.166 2.060
O 2.107 -4.394 2.295
C -0.046 -4.640 1.378
C -0.814 -5.283 0.416
C -1.895 -4.626 -0.146
C -2.190 -3.341 0.281
N -1.458 -2.707 1.194
C -0.408 -3.334 1.713
H 3.342 -6.986 5.114
H 1.587 -7.193 5.074
H 2.297 -5.588 4.828
H 2.653 -7.942 2.902
H 3.324 -6.322 2.702
H -0.732 -7.024 2.240
H 0.246 -8.084 3.217
H 0.614 -7.871 0.186
H -0.345 -9.121 0.995
H 1.396 -9.017 1.264
H -0.562 -6.271 0.059
H -2.494 -5.098 -0.913
H -3.021 -2.769 -0.120
H 0.193 -2.784 2.430
```

Results
Total charge = -1
E_LUMO (spin up / spin down) = 0.0778 / -0.0375 hartree
Electronic energy = -101740.8421 eV
Spin multiplicity = 2
Frontier orbital gap (spin up / spin down) = 7.82 / 4.68 eV

These are the natural (NBO) partial charges, in e, on atoms 1 to 5: 0.888, -0.636, 0.152, -0.364, -0.018

=====

(3)
Formula: C9H10F3N2O2
Source: the Open Molecules 2025 dataset
Level of theory: ωB97M-V/def2-TZVPD

Structure (XYZ):
```
26
Properties=species:S:1:pos:R:3
F 2.562 0.556 -1.731
C 2.164 1.836 -1.726
F 2.794 2.486 -0.741
F 2.510 2.401 -2.905
C 0.662 1.934 -1.528
C 0.041 3.125 -1.333
C -1.355 3.151 -1.191
N -2.078 2.060 -1.192
N -1.419 0.936 -1.376
C -0.122 0.791 -1.547
H 0.599 4.052 -1.287
H -1.896 4.072 -1.024
H -1.991 0.094 -1.338
H 0.245 -0.220 -1.686
O -0.395 -2.035 -0.891
C -0.326 -2.060 0.313
O -0.883 -1.079 1.049
C -0.615 -1.294 2.463
C -0.292 -2.780 2.574
C 0.337 -3.072 1.210
H 0.230 -0.662 2.738
H -1.495 -0.981 3.015
H 0.354 -3.002 3.419
H -1.212 -3.353 2.689
H 1.412 -2.879 1.193
H 0.165 -4.076 0.833
```

Results
Total charge = +1
E_LUMO = -0.1927 hartree
Electronic energy = -24716.2392 eV
Frontier orbital gap = 8.81 eV

These are the natural (NBO) partial charges, in e, on atoms 1 to 5: -0.298, 0.976, -0.295, -0.297, -0.119